No. 1
Here is a structure of composition C20H16BrN3O3SeV from the Open Molecules 2025 dataset. Energies are from ωB97M-V/def2-TZVPD.

Summary:
LUMO level (alpha / beta): -4.774 / -4.803 eV
Energy relative to the best compared isomer or geometry (same formula, charge and spin): 59.6 kJ/mol
Charge: +1
Energy: -192684.258 eV
Gap between HOMO and LUMO (alpha / beta): 6.16 / 6.13 eV

CARTESIAN COORDINATES (ANGSTROEM)
V -1.064 -1.201 0.785
O 2.963 -1.550 -2.918
C 1.811 -1.498 -3.601
C 1.892 -1.564 -4.993
C 0.749 -1.518 -5.759
C -0.512 -1.404 -5.167
C -0.603 -1.337 -3.798
C 0.547 -1.379 -2.994
C 0.403 -1.303 -1.552
O -0.807 -1.176 -1.037
N 1.415 -1.359 -0.739
N 0.960 -1.256 0.566
C 1.862 -1.267 1.491
C 1.585 -1.123 2.888
C 2.609 -1.274 3.836
C 2.347 -1.083 5.173
C 1.063 -0.718 5.581
C 0.039 -0.544 4.668
C 0.303 -0.756 3.322
O -0.653 -0.592 2.404
H 2.777 -1.512 -1.961
H 2.872 -1.656 -5.441
H 0.833 -1.574 -6.836
H -1.403 -1.375 -5.778
H -1.567 -1.256 -3.315
H 2.892 -1.380 1.164
H 3.600 -1.551 3.500
H 3.131 -1.212 5.906
H 0.860 -0.565 6.633
H -0.957 -0.259 4.976
C -0.729 4.512 -0.009
C -1.588 3.286 0.101
C -2.972 3.330 -0.044
C -3.742 2.179 0.059
C -3.056 1.014 0.306
Br -3.842 -0.701 0.497
N -1.749 0.933 0.450
C -1.019 2.044 0.352
H -1.334 5.401 -0.169
H -0.032 4.422 -0.843
H -0.143 4.658 0.899
H -3.459 4.277 -0.239
H -4.816 2.194 -0.049
H 0.052 1.927 0.479
Se -1.520 -3.231 1.203



No. 2
Here is a structure of composition C3H5FeO4 from the Open Molecules 2025 dataset. Energies are from ωB97M-V/def2-TZVPD.

Summary:
LUMO level (alpha / beta): -0.575 / -0.724 eV
Multiplicity: 6
Energy relative to the best compared isomer or geometry (same formula, charge and spin): 305.4 kJ/mol
Charge: 0
Energy: -45763.844 eV
Gap between HOMO and LUMO (alpha / beta): 5.73 / 8.38 eV

CARTESIAN COORDINATES (ANGSTROEM)
O -0.620 1.777 1.020
C 0.092 1.741 -0.036
C -1.250 0.051 1.237
O 1.196 2.237 -0.226
O -0.107 0.557 -0.744
C -0.741 -0.480 0.006
H -2.336 0.081 1.337
H -0.664 -0.153 2.136
H -1.459 -0.951 -0.672
H 0.428 -1.443 -0.165
O 1.661 -1.431 -0.865
H 2.043 -2.237 -1.218
Fe 1.758 0.250 -1.811



No. 3
Here is a cluster of 4 separate species, C5H18N2O4 in total from the Open Molecules 2025 dataset. Energies are from ωB97M-V/def2-TZVPD.

Summary:
LUMO level: 0.457 eV
SMILES string: CC(C)CNC(N)=O.O.O.O
Energy relative to the best compared isomer or geometry (same formula, charge and spin): 108.1 kJ/mol
Charge: 0
Energy: -16647.326 eV
Gap between HOMO and LUMO: 10.43 eV

CARTESIAN COORDINATES (ANGSTROEM)
C -1.943 -0.270 1.372
C -1.161 0.372 0.264
C -1.403 1.893 0.340
C -1.413 -0.055 -1.181
N -0.823 -1.376 -1.369
C 0.472 -1.615 -1.239
N 0.915 -2.869 -0.928
O 1.361 -0.721 -1.367
H -2.115 -1.357 1.327
H -2.957 0.080 1.473
H -1.561 -0.011 2.352
H -0.143 0.244 0.469
H -0.927 2.247 1.362
H -2.491 2.139 0.469
H -0.986 2.607 -0.296
H -2.522 -0.065 -1.414
H -0.968 0.696 -1.862
H -1.446 -2.094 -0.913
H 0.506 -3.759 -0.778
H 1.880 -3.068 -1.176
O 1.075 2.293 -2.187
H 1.046 2.725 -1.368
H 1.449 1.271 -2.026
O 1.383 0.877 2.234
H 1.525 1.729 2.662
H 2.220 0.613 1.785
O 3.141 -0.527 0.776
H 3.293 -1.442 1.210
H 2.596 -0.557 0.010



No. 4
Here is an isolated molecule of C5H10N4O3S from the Open Molecules 2025 dataset. Energies are from ωB97M-V/def2-TZVPD.

Summary:
LUMO level: 0.733 eV
SMILES string: CN1N=C[C@@H](OS(C)(=O)=O)N=C1N
Energy relative to the best compared isomer or geometry (same formula, charge and spin): 68.7 kJ/mol
Charge: 0
Energy: -28283.251 eV
Gap between HOMO and LUMO: 9.73 eV

CARTESIAN COORDINATES (ANGSTROEM)
C -0.748 2.325 1.563
N -0.173 1.019 1.358
N -1.006 -0.002 1.830
C -0.676 -1.219 1.592
C 0.487 -1.582 0.729
O -0.012 -1.859 -0.633
S 0.157 -0.795 -1.852
C -1.173 -1.585 -2.927
O 1.497 -0.900 -2.378
O -0.370 0.482 -1.442
N 1.506 -0.573 0.769
C 1.074 0.621 0.886
N 1.984 1.714 0.835
H -1.354 2.257 2.491
H -0.010 3.150 1.603
H -1.357 2.431 0.697
H -1.281 -1.990 1.924
H 0.949 -2.534 1.039
H -1.063 -1.187 -3.947
H -1.100 -2.660 -2.935
H -2.153 -1.275 -2.556
H 2.974 1.471 0.706
H 1.848 2.690 0.648



No. 5
Here is a cluster of 2 separate species, C4H2ClI2PS in total from the Open Molecules 2025 dataset. Energies are from ωB97M-V/def2-TZVPD.

Summary:
LUMO level (alpha / beta): -2.810 / -3.308 eV
Charge: 0
Energy: -53022.759 eV
Gap between HOMO and LUMO (alpha / beta): 6.20 / 5.50 eV

CARTESIAN COORDINATES (ANGSTROEM)
C 0.196 -0.378 1.316
C 1.111 -0.651 2.129
C -0.342 0.231 0.175
C 0.179 0.102 -1.042
P 0.972 -3.587 2.971
S 1.784 -2.254 4.285
Cl -0.569 0.902 -2.380
I -0.646 -5.034 4.294
I 2.927 -5.018 2.516
H -1.258 0.816 0.236
H 1.012 -0.364 -1.541



No. 6
Here is a structure of composition C42H36BF4N5O5S2Ti from the Open Molecules 2025 dataset. Energies are from ωB97M-V/def2-TZVPD.

Summary:
LUMO level: 3.768 eV
Charge: -2
Energy: -118168.428 eV
Gap between HOMO and LUMO: 5.22 eV

CARTESIAN COORDINATES (ANGSTROEM)
Ti -0.274 0.490 0.429
O 3.332 1.282 -0.811
C 2.125 1.301 -0.531
O 1.441 0.268 -0.174
C 1.384 2.577 -0.466
C 1.929 3.790 -0.878
C 1.215 4.954 -0.693
C -0.056 4.848 -0.085
C -0.539 3.615 0.268
N 0.144 2.473 0.109
H 2.911 3.771 -1.330
H 1.600 5.913 -1.011
H -0.653 5.731 0.087
H -1.528 3.522 0.707
O -0.251 1.254 -2.477
S -1.659 1.353 -2.213
O -2.255 2.642 -2.532
N -1.919 0.934 -0.690
C -3.068 1.241 -0.038
C -4.322 1.497 -0.575
C -5.405 1.729 0.275
C -5.279 1.653 1.650
C -4.028 1.434 2.228
C -3.773 1.253 3.632
C -2.516 1.211 4.093
C -1.339 1.402 3.191
N -1.638 1.236 1.806
C -2.897 1.305 1.386
C -2.567 0.179 -3.239
C -2.668 0.434 -4.593
C -3.417 -0.411 -5.395
C -4.051 -1.507 -4.831
C -3.947 -1.753 -3.472
C -3.211 -0.899 -2.667
H -4.453 1.528 -1.648
H -6.366 1.965 -0.160
H -6.145 1.784 2.288
H -4.624 1.121 4.292
H -2.305 1.045 5.140
H -0.883 2.397 3.367
H -2.150 1.293 -4.989
H -3.503 -0.228 -6.458
H -4.624 -2.177 -5.460
H -4.428 -2.615 -3.037
H -3.110 -1.078 -1.609
F -1.655 -3.156 -1.591
B -0.453 -2.572 -1.937
F -0.356 -2.494 -3.305
F 0.589 -3.308 -1.416
F -0.405 -1.259 -1.370
N -2.172 -6.439 2.561
C -1.891 -5.362 2.258
C -1.578 -4.039 1.912
C -2.609 -3.137 1.620
C -2.309 -1.829 1.289
C -0.992 -1.362 1.193
C 0.024 -2.289 1.491
C -0.251 -3.593 1.853
H -3.636 -3.482 1.655
H -3.141 -1.152 1.101
H 1.063 -1.968 1.434
H 0.545 -4.291 2.082
C 2.304 1.356 6.338
C 1.678 1.185 4.981
C 0.481 0.579 4.820
C -0.121 0.392 3.474
N 0.771 0.587 2.356
C 1.902 1.228 2.579
C 2.388 1.592 3.821
H 1.732 0.822 7.098
H 2.343 2.414 6.609
H 3.325 0.974 6.331
H -0.076 0.206 5.669
H -0.585 -0.606 3.389
H 2.530 1.415 1.714
H 3.349 2.071 3.902
C 4.665 -0.760 -5.560
C 4.517 -0.925 -4.075
C 5.626 -0.811 -3.251
C 5.493 -0.918 -1.878
C 4.246 -1.141 -1.336
C 3.134 -1.293 -2.142
C 3.272 -1.181 -3.510
S 4.034 -1.105 0.455
C 3.780 -2.956 0.498
O 5.393 -0.938 1.017
H 5.570 -0.197 -5.783
H 3.808 -0.230 -5.967
H 4.734 -1.726 -6.063
H 6.598 -0.615 -3.687
H 6.336 -0.818 -1.209
H 2.165 -1.461 -1.703
H 2.397 -1.270 -4.135
H 4.622 -3.434 0.007
H 2.851 -3.189 -0.011
H 3.739 -3.270 1.535